1.
A 8-piece molecular cluster, C20H32F3NO26S4 overall in a non-equilibrium geometry, computed with ωB97M-V/def2-TZVPD.

Structure (XYZ):
```
86
Properties=species:S:1:pos:R:3
C 0.5524 -1.4528 3.8061
C 1.9265 -0.8038 3.8578
O 2.9838 -1.3933 3.7244
N 1.8602 0.5228 4.1395
C 3.0208 1.4034 4.1886
H -0.1148 -0.7710 3.2800
H 0.2008 -1.5925 4.8280
H 0.6085 -2.3945 3.2662
H 1.0809 0.8989 4.6538
H 2.6770 2.4328 4.1027
H 3.7003 1.1541 3.3791
H 3.5279 1.2996 5.1513
C -1.2189 -6.4446 -1.0864
C -2.3268 -5.7631 -1.8507
O -3.4810 -6.1353 -1.1242
C -3.1986 -7.2552 -0.4192
O -3.9822 -7.9293 0.1638
O -1.8609 -7.3998 -0.2760
F -2.4068 -6.2785 -3.1269
H -0.7182 -5.6481 -0.5195
H -0.3843 -6.7723 -1.7061
H -2.2677 -4.6775 -1.8940
C -1.2224 -1.3665 -5.3272
C -2.2238 -0.8079 -4.2989
O -3.0892 -0.0051 -5.0610
C -2.6542 0.0697 -6.3295
O -3.0923 0.7598 -7.1939
O -1.5334 -0.6409 -6.5047
F -1.6226 0.0164 -3.3896
H -1.3758 -2.4403 -5.4401
H -0.1973 -1.2096 -4.9960
H -2.8001 -1.6089 -3.8349
C 0.7108 -0.0117 -0.9101
C 0.3039 -0.0480 0.5377
O -0.5319 -1.1844 0.5480
C -0.2065 -1.9981 -0.4574
O -0.6363 -3.1035 -0.5974
O 0.7735 -1.4313 -1.1911
F -0.3633 1.0689 0.9025
H 1.6424 0.4445 -1.2223
H -0.1097 0.3709 -1.5246
H 1.1761 -0.1375 1.1883
C -3.7830 -1.5265 0.6564
C -5.2769 -1.1194 0.4819
O -5.3343 0.2650 0.2552
S -3.9432 0.7705 -0.4544
O -3.6444 2.0924 0.0425
O -3.9729 0.4931 -1.8586
O -3.0748 -0.3419 0.3446
H -3.4939 -2.3139 -0.0396
H -3.5737 -1.8925 1.6593
H -5.8901 -1.3866 1.3399
H -5.6946 -1.6633 -0.3704
C 6.2429 -0.4123 0.5273
C 4.7987 -0.1754 0.9574
O 4.0069 -0.5230 -0.1875
S 4.7068 -1.8010 -0.9107
O 4.4135 -1.6789 -2.3098
O 4.4786 -3.0453 -0.2269
O 6.2133 -1.3476 -0.5756
H 6.9116 -0.8585 1.2579
H 6.6348 0.5116 0.0989
H 4.5765 0.8533 1.2295
H 4.4853 -0.8288 1.7776
C -1.0678 3.7937 1.8632
C -0.3612 3.3449 3.1426
O 0.0794 4.4870 3.8699
S -0.9791 5.6820 3.5028
O -0.4123 6.9858 3.5125
O -2.2277 5.4782 4.2093
O -1.1410 5.2092 1.9354
H -2.0327 3.2948 1.7598
H -0.5089 3.5427 0.9625
H 0.5026 2.7118 2.9376
H -1.0212 2.7234 3.7535
C 0.8945 4.2350 -2.5147
C 0.9909 5.3294 -1.4541
O 2.1219 4.9911 -0.6818
S 2.3890 3.3675 -0.6309
O 1.9887 2.7426 0.5960
O 3.7510 3.1189 -1.0159
O 1.3360 3.0446 -1.8495
H 1.6311 4.3949 -3.3032
H -0.1078 4.0667 -2.8958
H 0.1018 5.3945 -0.8275
H 1.1592 6.2540 -2.0029
```

Results
- HOMO energy (hartree) = -0.3812
- M (g mol⁻¹) = 887.72
- SMILES = O=C1OC[C@@H](F)O1.O=C1OC[C@@H](F)O1.O=C1OC[C@@H](F)O1.O=S1(=O)OCCO1.O=S1(=O)OCCO1.O=S1(=O)OCCO1.O=S1(=O)OCCO1.CNC(C)=O
- maximum force (hartree/bohr) = 0.0441
- calculated total energy (eV) = -127474.12961

Löwdin charges in e: atom 1 (C): 0.007, atom 2 (C): -0.556, atom 3 (O): 0.057, atom 4 (N): -0.005, atom 5 (C): -0.050, atom 6 (H): 0.063, atom 7 (H): 0.090, atom 8 (H): 0.090, atom 9 (H): 0.129, atom 10 (H): 0.079, atom 11 (H): 0.066, atom 12 (H): 0.091, atom 13 (C): -0.082, atom 14 (C): -0.288, atom 15 (O): 0.135, atom 16 (C): -0.548, atom 17 (O): 0.182, atom 18 (O): 0.098, atom 19 (F): 0.049, atom 20 (H): 0.122, atom 21 (H): 0.147, atom 22 (H): 0.146, atom 23 (C): -0.047, atom 24 (C): -0.293, atom 25 (O): 0.146, atom 26 (C): -0.566, atom 27 (O): 0.178, atom 28 (O): 0.088, atom 29 (F): 0.052, atom 30 (H): 0.136, atom 31 (H): 0.142, atom 32 (H): 0.165, atom 33 (C): -0.030, atom 34 (C): -0.305, atom 35 (O): 0.121, atom 36 (C): -0.550, atom 37 (O): 0.159, atom 38 (O): 0.086, atom 39 (F): 0.081, atom 40 (H): 0.125, atom 41 (H): 0.134, atom 42 (H): 0.166, atom 43 (C): -0.145, atom 44 (C): -0.177, atom 45 (O): -0.181, atom 46 (S): 0.686, atom 47 (O): -0.225, atom 48 (O): -0.215, atom 49 (O): -0.225, atom 50 (H): 0.121, atom 51 (H): 0.134, atom 52 (H): 0.132, atom 53 (H): 0.128, atom 54 (C): -0.128, atom 55 (C): -0.168, atom 56 (O): -0.215, atom 57 (S): 0.641, atom 58 (O): -0.230, atom 59 (O): -0.225, atom 60 (O): -0.197, atom 61 (H): 0.136, atom 62 (H): 0.132, atom 63 (H): 0.120, atom 64 (H): 0.111, atom 65 (C): -0.185, atom 66 (C): -0.197, atom 67 (O): -0.182, atom 68 (S): 0.680, atom 69 (O): -0.214, atom 70 (O): -0.233, atom 71 (O): -0.189, atom 72 (H): 0.118, atom 73 (H): 0.098, atom 74 (H): 0.095, atom 75 (H): 0.130, atom 76 (C): -0.140, atom 77 (C): -0.170, atom 78 (O): -0.175, atom 79 (S): 0.672, atom 80 (O): -0.238, atom 81 (O): -0.225, atom 82 (O): -0.214, atom 83 (H): 0.136, atom 84 (H): 0.142, atom 85 (H): 0.128, atom 86 (H): 0.140

***

2.
C34H26F5MnN4PS2 as an isolated structure, computed with ωB97M-V/def2-TZVPD.

Structure (XYZ):
```
73
Properties=species:S:1:pos:R:3
Mn -0.8125 -0.0417 -0.7400
C 3.8400 -3.8595 -2.4585
C 2.7542 -4.7127 -2.2907
C 1.5572 -4.2222 -1.7994
C 1.4526 -2.8678 -1.4762
C 2.5365 -2.0121 -1.6540
C 3.7336 -2.5128 -2.1432
P -0.0935 -2.2113 -0.8676
C -0.7673 -3.3165 0.3806
C 0.0744 -4.0919 1.1789
C -0.4573 -4.8416 2.2166
C -1.8236 -4.8176 2.4638
C -2.6637 -4.0441 1.6742
C -2.1388 -3.2895 0.6378
C -1.2824 -1.9209 -2.1767
C -2.1553 -2.7331 -2.9204
C -2.6675 -2.2154 -4.0886
C -2.3272 -0.9222 -4.5232
C -1.5021 -0.0979 -3.7807
C -1.0242 -0.6076 -2.5773
H 4.7737 -4.2496 -2.8410
H 2.8430 -5.7602 -2.5442
H 0.7135 -4.8880 -1.6625
H 2.4459 -0.9577 -1.4180
H 4.5792 -1.8526 -2.2798
H 1.1400 -4.1192 0.9844
H 0.1945 -5.4498 2.8291
H -2.2358 -5.4086 3.2705
H -3.7287 -4.0333 1.8626
H -2.8017 -2.6953 0.0178
H -2.3722 -3.7474 -2.6099
H -3.3196 -2.8192 -4.7055
H -2.7428 -0.5594 -5.4548
H -1.2785 0.9078 -4.1103
F 3.8609 -3.0879 3.3420
C 3.0930 -2.1774 2.7743
C 3.6401 -1.2664 1.8811
F 4.9330 -1.3050 1.6000
C 2.8286 -0.3063 1.3088
F 3.3681 0.5615 0.4587
C 1.4645 -0.2582 1.5839
S 0.4574 0.9472 0.8082
C 0.9387 -1.1806 2.4787
F -0.3641 -1.1604 2.7649
C 1.7406 -2.1282 3.0829
F 1.2231 -2.9972 3.9414
N -2.4887 3.7374 -1.1649
C -3.6451 3.0047 -1.2743
C -3.2692 1.7060 -1.1689
N -1.8992 1.6463 -0.9889
C -1.4625 2.8970 -0.9943
H -2.4167 4.7414 -1.2182
H -4.6070 3.4626 -1.4188
H -3.8758 0.8186 -1.2192
H -0.4377 3.2122 -0.8873
N -1.6227 1.7255 5.1470
C -0.6048 1.8238 4.2870
S -1.0215 2.2048 2.6647
N 0.6154 1.6180 4.7869
C 1.9037 1.8048 4.1987
C 2.9208 0.9589 4.6242
C 4.2079 1.1448 4.1473
C 4.4730 2.1597 3.2359
C 3.4518 3.0043 2.8287
C 2.1618 2.8441 3.3187
H -2.5672 1.7771 4.8046
H -1.4815 1.7234 6.1455
H 0.6396 1.2239 5.7180
H 2.7124 0.1758 5.3448
H 5.0062 0.5018 4.4950
H 5.4773 2.3035 2.8612
H 3.6622 3.8176 2.1472
H 1.3789 3.5351 3.0402
```

Results
- 2S+1 = 4
- <S²> = 4.139
- HOMO energy (spin up / spin down) (hartree) = -0.4971 / -0.5062
- M (g mol⁻¹) = 735.65
- net charge = +2
- maximum force (hartree/bohr) = 0.0105
- calculated total energy (eV) = -117491.72761

Löwdin charges in e: atom 1 (Mn): 0.466, atom 2 (C): -0.041, atom 3 (C): -0.047, atom 4 (C): -0.075, atom 5 (C): -0.345, atom 6 (C): -0.085, atom 7 (C): -0.049, atom 8 (P): 1.051, atom 9 (C): -0.348, atom 10 (C): -0.095, atom 11 (C): -0.054, atom 12 (C): -0.042, atom 13 (C): -0.053, atom 14 (C): -0.090, atom 15 (C): -0.381, atom 16 (C): -0.039, atom 17 (C): -0.035, atom 18 (C): -0.031, atom 19 (C): -0.060, atom 20 (C): -0.215, atom 21 (H): 0.119, atom 22 (H): 0.119, atom 23 (H): 0.118, atom 24 (H): 0.094, atom 25 (H): 0.118, atom 26 (H): 0.112, atom 27 (H): 0.120, atom 28 (H): 0.119, atom 29 (H): 0.116, atom 30 (H): 0.102, atom 31 (H): 0.123, atom 32 (H): 0.122, atom 33 (H): 0.122, atom 34 (H): 0.115, atom 35 (F): 0.170, atom 36 (C): -0.125, atom 37 (C): -0.148, atom 38 (F): 0.157, atom 39 (C): -0.260, atom 40 (F): 0.105, atom 41 (C): -0.466, atom 42 (S): 0.736, atom 43 (C): -0.259, atom 44 (F): 0.092, atom 45 (C): -0.159, atom 46 (F): 0.145, atom 47 (N): 0.102, atom 48 (C): -0.039, atom 49 (C): -0.092, atom 50 (N): -0.078, atom 51 (C): -0.172, atom 52 (H): 0.176, atom 53 (H): 0.133, atom 54 (H): 0.122, atom 55 (H): 0.134, atom 56 (N): 0.129, atom 57 (C): -0.754, atom 58 (S): 0.727, atom 59 (N): 0.103, atom 60 (C): -0.253, atom 61 (C): -0.029, atom 62 (C): -0.062, atom 63 (C): -0.060, atom 64 (C): -0.053, atom 65 (C): -0.050, atom 66 (H): 0.108, atom 67 (H): 0.132, atom 68 (H): 0.163, atom 69 (H): 0.125, atom 70 (H): 0.122, atom 71 (H): 0.119, atom 72 (H): 0.118, atom 73 (H): 0.091

***

3.
C10H18AsHgS5 as an isolated structure in a non-equilibrium geometry, computed with ωB97M-V/def2-TZVPD.

Structure (XYZ):
```
35
Properties=species:S:1:pos:R:3
Hg 0.8960 1.0307 0.4323
C 1.3123 2.8086 4.0167
S -0.3780 2.5433 4.6547
C -0.1929 0.9506 5.3775
C -0.2017 -0.2333 4.6934
S -0.4903 -0.4678 3.0521
S 0.0376 -1.6720 5.7105
C 0.1397 -0.8471 7.2414
S 0.4031 -1.6114 8.6630
S -0.0228 0.8833 7.1101
H 1.3432 3.8365 3.6693
H 1.5235 2.1252 3.1960
H 2.0266 2.6692 4.8203
C -1.6440 -1.1544 -4.8418
C -0.2150 -0.7246 -4.5729
As 0.0415 0.1320 -2.7945
C 1.8649 0.7976 -3.1708
C 2.8718 -0.2806 -2.7958
C -1.0138 1.8023 -2.9959
C -0.6969 2.6466 -4.2202
H -1.7311 -1.5872 -5.8373
H -2.3281 -0.3102 -4.7765
H -1.9585 -1.8943 -4.1082
H 0.1278 -0.0308 -5.3458
H 0.4407 -1.6011 -4.6032
H 2.0534 1.7078 -2.5953
H 1.9607 1.0376 -4.2320
H 2.7300 -0.5782 -1.7552
H 3.8978 0.0564 -2.9210
H 2.7227 -1.1629 -3.4155
H -0.8530 2.3874 -2.0816
H -2.0708 1.5147 -3.0091
H 0.3477 2.9543 -4.2256
H -1.3130 3.5445 -4.2281
H -0.8986 2.0917 -5.1352
```

Results
- 2S+1 = 2
- <S²> = 0.782
- HOMO energy (spin up / spin down) (hartree) = -0.2964 / -0.2968
- M (g mol⁻¹) = 574.10
- maximum force (hartree/bohr) = 0.0293
- calculated total energy (eV) = -129850.18338

natural (NBO) charges in e: atom 1 (Hg): 0.047, atom 2 (C): -0.721, atom 3 (S): 0.280, atom 4 (C): -0.352, atom 5 (C): -0.442, atom 6 (S): 0.083, atom 7 (S): 0.473, atom 8 (C): -0.586, atom 9 (S): 0.024, atom 10 (S): 0.524, atom 11 (H): 0.237, atom 12 (H): 0.226, atom 13 (H): 0.222, atom 14 (C): -0.617, atom 15 (C): -0.700, atom 16 (As): 0.823, atom 17 (C): -0.715, atom 18 (C): -0.616, atom 19 (C): -0.710, atom 20 (C): -0.619, atom 21 (H): 0.211, atom 22 (H): 0.200, atom 23 (H): 0.208, atom 24 (H): 0.203, atom 25 (H): 0.218, atom 26 (H): 0.217, atom 27 (H): 0.209, atom 28 (H): 0.207, atom 29 (H): 0.210, atom 30 (H): 0.202, atom 31 (H): 0.221, atom 32 (H): 0.218, atom 33 (H): 0.204, atom 34 (H): 0.210, atom 35 (H): 0.201

***

4.
One molecule with the formula C22H17Cl2NO4S in a non-equilibrium geometry, computed with ωB97M-V/def2-TZVPD.

Structure (XYZ):
```
47
Properties=species:S:1:pos:R:3
O -0.3997 -1.3010 0.1210
C 0.3580 -0.8851 -0.7321
C 1.7989 -1.2161 -0.7013
C 2.1612 -2.4430 -0.1413
C 3.4895 -2.8086 -0.0537
C 4.4747 -1.9393 -0.4948
C 4.1250 -0.7105 -1.0309
C 2.7951 -0.3500 -1.1497
H 2.5475 0.6225 -1.5459
H 4.8920 -0.0253 -1.3574
H 5.5151 -2.2165 -0.4147
H 3.7590 -3.7660 0.3667
H 1.3792 -3.0991 0.2114
C -0.1608 -0.0218 -1.8665
H -0.9355 -0.5906 -2.3868
H 0.6249 0.2477 -2.5686
C -0.8267 1.2686 -1.3025
N -1.9116 1.0109 -0.4087
C -3.1354 0.5432 -0.8113
C -3.6083 0.6277 -2.1232
C -4.8788 0.1944 -2.4504
C -5.7190 -0.3402 -1.4919
C -5.2682 -0.4345 -0.1832
C -3.9980 -0.0007 0.1569
Cl -3.4549 -0.1276 1.7931
Cl -6.3042 -1.0994 1.0260
H -6.7091 -0.6820 -1.7427
H -5.2187 0.2719 -3.4715
H -2.9805 1.0411 -2.8959
H -1.6295 0.6513 0.4958
C 0.2723 2.0828 -0.6263
O 1.2535 2.4615 -1.2094
O 0.0344 2.2978 0.6645
C 1.0520 2.9739 1.3950
H 1.4604 3.7986 0.8023
C 2.2169 2.0516 1.7875
O 3.3608 2.4419 1.7178
C 1.8531 0.7313 2.2513
C 0.6238 0.1978 2.5679
C 0.7050 -1.1294 3.0064
C 1.9890 -1.5919 3.0264
S 3.1268 -0.4212 2.5267
H 2.3289 -2.5672 3.3148
H -0.1502 -1.7183 3.2820
H -0.2991 0.7440 2.5007
H 0.5713 3.3583 2.2975
H -1.1800 1.8663 -2.1510
```

Results
- HOMO energy (hartree) = -0.3039
- M (g mol⁻¹) = 462.35
- SMILES = O=C(C[C@@H](Nc1cccc(Cl)c1Cl)C(=O)OCC(=O)c1cccs1)c1ccccc1
- maximum force (hartree/bohr) = 0.0196
- calculated total energy (eV) = -68650.64679

natural (NBO) charges in e: atom 1 (O): -0.554, atom 2 (C): 0.584, atom 3 (C): -0.199, atom 4 (C): -0.152, atom 5 (C): -0.226, atom 6 (C): -0.181, atom 7 (C): -0.230, atom 8 (C): -0.129, atom 9 (H): 0.229, atom 10 (H): 0.221, atom 11 (H): 0.217, atom 12 (H): 0.216, atom 13 (H): 0.230, atom 14 (C): -0.519, atom 15 (H): 0.250, atom 16 (H): 0.238, atom 17 (C): -0.124, atom 18 (N): -0.600, atom 19 (C): 0.150, atom 20 (C): -0.279, atom 21 (C): -0.171, atom 22 (C): -0.269, atom 23 (C): -0.066, atom 24 (C): -0.026, atom 25 (Cl): 0.010, atom 26 (Cl): 0.029, atom 27 (H): 0.231, atom 28 (H): 0.219, atom 29 (H): 0.211, atom 30 (H): 0.422, atom 31 (C): 0.808, atom 32 (O): -0.597, atom 33 (O): -0.498, atom 34 (C): -0.173, atom 35 (H): 0.232, atom 36 (C): 0.523, atom 37 (O): -0.521, atom 38 (C): -0.360, atom 39 (C): -0.178, atom 40 (C): -0.251, atom 41 (C): -0.383, atom 42 (S): 0.507, atom 43 (H): 0.238, atom 44 (H): 0.233, atom 45 (H): 0.231, atom 46 (H): 0.219, atom 47 (H): 0.236